The following is a DFT calculation (ωB97M-V/def2-TZVPD) of a single C3H5N3 molecule.

Properties
Strongest force on any atom, eV Å⁻¹: 1.9
LUMO, eV: 0.99
Kohn-Sham gap, eV: 9.709
2S+1: 1

```
11
C3H5N3, DFT ωB97M-V/def2-TZVPD
H 0.75 -2.63 0.17
N 0.71 -1.66 -0.12
C -0.42 -1.08 -0.02
C -0.22 0.38 0.08
N -1.28 1.28 -0.20
C 1.34 0.43 0.06
N 0.80 0.82 1.11
H -1.40 -1.56 -0.03
H -1.30 2.06 0.45
H -1.31 1.63 -1.15
H 2.34 0.32 -0.37
```

Löwdin population analysis, charges in e, atoms 1 to 4: 0.0601 0.0786 -0.1526 -0.4759